(1)
DFT (ωB97M-V/def2-TZVPD) results for a cluster of 3 separate species, C15H23IO8 in total in a non-equilibrium geometry.

## Properties
frontier orbital gap: 9.4 eV
total charge: 0
energy relative to the best compared isomer or geometry (same formula, charge and spin): 491.3 kJ/mol

Each line ends with the Löwdin charge.
Element x y z (Å)
C1 -2.07041 -0.92340 -3.82506  0.06
C2 -0.67129 -0.78683 -3.57431  -0.07
C3 0.89611 -0.23139 -3.39555  -0.13
C4 0.89264 0.58756 -1.94678  -0.24
C5 -0.62804 1.10706 -1.48363  -0.37
O1 -1.34879 0.60529 -0.47655  -0.03
O2 -0.92094 2.24815 -2.40172  -0.13
C6 0.36315 2.77884 -2.96824  -0.25
C7 1.55174 2.11818 -2.04699  -0.56
I1 1.13726 3.04123 -0.07363  0.92
H1 -3.24819 -0.88474 -3.63447  0.07
H2 1.19681 0.46561 -4.28773  0.11
H3 1.62936 -1.14442 -3.35874  0.12
H4 1.51946 0.02961 -1.10369  0.15
H5 0.50557 2.66003 -4.14516  0.14
H6 0.33870 3.95492 -2.87232  0.12
H7 2.66733 2.20061 -2.38978  0.11
C8 -2.32989 -4.12145 -1.05482  -0.07
C9 -3.39077 -4.99293 -1.70372  -0.22
O3 -2.83807 -5.73705 -2.79586  0.02
C10 -2.12829 -6.84131 -2.45460  -0.55
O4 -1.93294 -7.24755 -1.31856  0.10
O5 -1.65103 -7.40439 -3.59232  -0.01
C11 -0.81225 -8.53553 -3.36998  -0.05
H8 -1.83810 -3.49220 -1.80334  0.06
H9 -2.77338 -3.48010 -0.28711  0.08
H10 -1.54834 -4.72955 -0.58870  0.08
H11 -4.17878 -4.35654 -2.12057  0.12
H12 -3.86716 -5.66087 -0.97685  0.12
H13 -1.30493 -9.27829 -2.73394  0.10
H14 0.13526 -8.21423 -2.92665  0.10
H15 -0.60222 -8.99802 -4.33805  0.09
C12 3.42522 4.11255 6.54599  -0.07
C13 3.36530 5.50586 5.94505  -0.22
O6 2.74380 5.47586 4.65477  0.02
C14 1.38909 5.40980 4.65682  -0.55
O7 0.67227 5.38204 5.64636  0.11
O8 0.96739 5.35491 3.36903  -0.02
C15 -0.44270 5.19891 3.22841  -0.06
H16 3.90204 3.41396 5.85121  0.08
H17 3.98800 4.12048 7.48440  0.08
H18 2.42188 3.72444 6.74735  0.08
H19 4.38333 5.88216 5.79767  0.12
H20 2.85390 6.21225 6.60907  0.12
H21 -0.98663 5.96283 3.79371  0.10
H22 -0.73951 4.19569 3.54938  0.10
H23 -0.69298 5.31196 2.17023  0.08

***

(2)
DFT (ωB97M-V/def2-TZVPD) results for a structure of composition C48H48BBiN10PS.

## Properties
frontier orbital gap: 6.9 eV
total charge: +1
energy relative to the best compared isomer or geometry (same formula, charge and spin): 25.0 kJ/mol

Each line ends with the Löwdin charge.
Element x y z (Å)
Bi1 0.06873 0.82151 -0.04370  1.57
C1 -0.13064 4.25582 -0.63293  -0.02
C2 -1.27315 3.66588 -1.40571  -0.30
C3 -2.15198 4.51146 -2.12370  0.00
C4 -3.20433 3.97382 -2.79640  0.02
C5 -3.40703 2.57424 -2.79784  -0.15
C6 -4.48671 1.96406 -3.47162  -0.03
C7 -4.59972 0.60432 -3.47487  -0.06
C8 -3.63764 -0.19175 -2.82566  -0.11
C9 -2.57768 0.36578 -2.15277  -0.58
S1 -1.37940 -0.71873 -1.43730  0.57
C10 -2.46114 1.78425 -2.10709  -0.25
N1 -1.43318 2.35683 -1.41396  0.00
H1 -0.29794 5.31482 -0.44434  0.09
H2 0.80179 4.15347 -1.19467  0.09
H3 0.00106 3.74947 0.32501  0.03
H4 -1.97131 5.57835 -2.12731  0.12
H5 -3.89316 4.60474 -3.34739  0.13
H6 -5.21027 2.58988 -3.98088  0.12
H7 -5.42280 0.12452 -3.98912  0.11
H8 -3.72479 -1.27135 -2.86435  0.10
C11 0.70012 -6.15651 -0.87357  -0.12
N2 -0.10355 -4.85965 -0.82972  -0.06
C12 -0.74324 -4.62962 -2.20513  -0.11
N3 0.23969 -4.65087 -3.22877  -0.14
C13 0.97888 -5.90846 -3.21214  -0.16
N4 1.64594 -6.13050 -1.93073  -0.15
C14 2.73401 -5.16416 -1.70379  -0.31
P1 2.18507 -3.36971 -1.64944  1.07
C15 0.76709 -3.69366 -0.45901  -0.29
C16 1.13237 -3.47716 -3.19269  -0.31
H9 -0.01315 -6.96804 -1.01726  0.14
H10 1.19513 -6.26385 0.08968  0.14
H11 -0.84566 -4.94764 -0.13525  0.18
H12 -1.24088 -3.66271 -2.16572  0.11
H13 -1.47036 -5.42919 -2.34917  0.14
H14 1.72608 -5.89152 -4.00239  0.14
H15 0.28902 -6.73360 -3.39973  0.14
H16 3.46248 -5.27560 -2.50829  0.09
H17 3.24363 -5.40850 -0.76992  0.09
H18 0.13974 -2.80886 -0.41474  0.02
H19 1.17958 -3.86330 0.53748  0.10
H20 1.79222 -3.51045 -4.05904  0.09
H21 0.53989 -2.56150 -3.26844  0.07
N5 -0.90676 2.35986 2.56468  0.14
C17 -0.70077 3.40091 3.01247  -0.16
C18 -0.45115 4.71951 3.53185  -0.23
C19 0.78798 5.02796 4.09026  -0.02
C20 1.02895 6.31560 4.53805  -0.06
C21 0.04185 7.28617 4.43141  -0.06
C22 -1.19586 6.97409 3.88318  -0.07
C23 -1.44874 5.69020 3.43191  -0.03
H22 1.54730 4.26071 4.16854  0.12
H23 1.98943 6.56275 4.97071  0.11
H24 0.23754 8.29287 4.77866  0.11
H25 -1.96465 7.73190 3.80738  0.11
H26 -2.40807 5.42796 3.00485  0.12
N6 -4.46662 -1.85387 5.85512  0.16
C24 -4.74695 -2.52700 7.02491  -0.19
C25 -5.83106 -2.49431 7.89864  -0.02
C26 -5.75706 -3.31430 9.00567  -0.09
C27 -4.64520 -4.14475 9.23419  -0.09
C28 -3.57663 -4.17458 8.36322  -0.01
C29 -3.62875 -3.34450 7.24181  -0.22
N7 -2.70118 -3.15684 6.23228  0.18
C30 -3.22853 -2.26979 5.43660  -0.28
C31 -2.56350 -1.76146 4.23112  -0.13
C32 -3.20498 -0.96644 3.28781  0.00
C33 -2.50169 -0.54975 2.17306  -0.17
N8 -1.22835 -0.86447 1.94666  -0.04
C34 -0.60488 -1.61030 2.86929  -0.11
C35 -1.22669 -2.08143 4.00904  0.01
H27 -5.04648 -1.15927 5.42142  0.15
H28 -6.69001 -1.85788 7.72227  0.11
H29 -6.57220 -3.31674 9.71775  0.10
H30 -4.63402 -4.77049 10.11748  0.10
H31 -2.71949 -4.81334 8.53559  0.11
H32 -4.24278 -0.67645 3.39751  0.11
H33 -2.98632 0.06298 1.41742  0.10
H34 0.44128 -1.82782 2.68914  0.08
H35 -0.69837 -2.68538 4.73406  0.12
B1 3.29125 -1.71241 2.19085  -0.42
C36 2.28124 -1.27254 1.10038  -0.27
N9 1.50812 -0.92086 0.31200  -0.07
H36 2.99812 -2.83242 2.56165  0.01
H37 3.06554 -0.88612 3.06003  0.03
H38 4.41511 -1.62899 1.76142  0.02
C37 4.61215 3.95044 -0.36076  -0.10
C38 3.91866 3.19665 0.56913  -0.09
C39 2.92582 2.31135 0.16569  -0.09
C40 2.59341 2.16335 -1.18868  -0.35
C41 3.31315 2.92857 -2.12191  -0.04
C42 4.30128 3.80664 -1.70968  -0.08
N10 1.52308 1.34174 -1.60016  -0.20
C43 1.65207 0.65998 -2.83781  -0.34
C44 0.63709 0.69981 -3.79422  -0.06
C45 0.78070 0.04075 -5.00987  -0.08
C46 1.94829 -0.64937 -5.30233  -0.11
C47 2.96338 -0.70095 -4.35265  -0.10
C48 2.81038 -0.06976 -3.12716  -0.06
H39 5.39355 4.63095 -0.04657  0.10
H40 4.16196 3.27454 1.62249  0.11
H41 2.43103 1.70635 0.92078  0.05
H42 3.07630 2.83284 -3.17387  0.12
H43 4.82738 4.39603 -2.45183  0.11
H44 -0.25727 1.27518 -3.59496  0.09
H45 -0.01752 0.08718 -5.74217  0.11
H46 2.06691 -1.14114 -6.26015  0.10
H47 3.88681 -1.22583 -4.57095  0.11
H48 3.59577 -0.11882 -2.38111  0.12

***

(3)
DFT (ωB97M-V/def2-TZVPD) results for a structure of composition C18H35LuN2S in a non-equilibrium geometry.

## Properties
frontier orbital gap: 8.1 eV
total charge: +2
energy relative to the best compared isomer or geometry (same formula, charge and spin): 0.0 kJ/mol

Each line ends with the Löwdin charge.
Element x y z (Å)
C1 1.67598 1.99675 -2.01362  -0.16
H1 2.55510 2.65063 -2.04644  0.13
H2 1.76399 1.30720 -2.87893  0.08
H3 1.82794 1.40910 -1.03409  0.06
C2 0.37325 2.82613 -2.06713  -0.35
H4 -0.51793 2.23343 -2.45387  0.09
H5 0.09496 3.15815 -1.05083  0.09
C3 0.53104 4.02989 -3.01620  -0.05
H6 -0.39043 4.61840 -3.04109  0.10
H7 1.35801 4.66540 -2.67677  0.10
H8 0.75417 3.67286 -4.03144  0.10
C4 -0.87466 -1.72880 -1.30680  -0.33
C5 -1.55313 -0.99676 -2.33575  -0.32
C6 -0.58731 -0.65799 -3.34263  -0.32
C7 0.68562 -1.18091 -2.92762  -0.32
C8 0.50546 -1.82698 -1.66001  -0.32
C9 1.53406 -2.61449 -0.92888  -0.01
C10 1.91535 -1.22456 -3.76405  -0.02
C11 -0.84166 0.02896 -4.63812  -0.02
C12 -2.99995 -0.64974 -2.34141  -0.02
C13 -1.49648 -2.32355 -0.09464  -0.02
Lu1 0.01610 0.49465 -1.31279  1.49
H9 2.76888 -1.59572 -3.18619  0.08
H10 1.75951 -1.90479 -4.61536  0.12
H11 2.19124 -0.24592 -4.18070  0.08
H12 2.53997 -2.37217 -1.28650  0.08
H13 1.49424 -2.42638 0.15260  0.08
H14 1.37371 -3.69083 -1.09050  0.12
H15 -2.39146 -1.77397 0.21590  0.08
H16 -1.80238 -3.36579 -0.27241  0.11
H17 -0.80206 -2.33487 0.75376  0.08
H18 -3.19791 0.20572 -2.99834  0.08
H19 -3.61096 -1.49113 -2.70192  0.12
H20 -3.34574 -0.40521 -1.32734  0.08
H21 -0.06955 0.77970 -4.86928  0.08
H22 -0.83335 -0.69818 -5.46529  0.11
H23 -1.81496 0.53347 -4.64233  0.08
C14 2.37716 -0.12853 5.27939  -0.07
C15 1.37740 0.69380 4.49495  -0.23
N1 1.04784 -0.00071 3.21555  -0.01
C16 -0.12401 0.34272 2.58232  -0.74
S1 -0.13728 1.38288 1.18038  0.62
N2 -1.27185 -0.03384 3.13879  0.05
C17 -1.43783 -0.80030 4.39847  -0.19
C18 -2.31292 -0.04252 5.37976  -0.06
H24 2.02410 -1.15543 5.42404  0.08
H25 2.51633 0.32818 6.26567  0.09
H26 3.34719 -0.15358 4.76876  0.09
H27 0.45171 0.83254 5.06734  0.11
H28 1.79044 1.68610 4.25148  0.13
H29 1.84123 0.05931 2.57546  0.13
H30 -2.10729 0.22634 2.61657  0.14
H31 -1.90368 -1.75927 4.13131  0.13
H32 -0.44830 -1.01521 4.80583  0.10
H33 -3.33907 0.03186 5.00348  0.09
H34 -2.34745 -0.56668 6.34023  0.10
H35 -1.93242 0.97068 5.55726  0.08

***

Computed values of E_HOMO (unit: Ha) for the preceding records, in sequence: -0.3488, -0.3412, -0.5424.
Computed values of E_tot (unit: a.u.) for the preceding records, in sequence: -1484.701169, -3384.324031, -2449.588361.